Below is 7 unconnected molecules or ions with the total composition C42H104IN6O8, with properties calculated with ωB97M-V/def2-TZVPD.

* orbital gap: 8.25 eV
* 2S+1: 1
* HOMO energy: -16.314 eV
* net charge: +5

```
161
Properties=species:S:1:pos:R:3:mulliken_charge:R:1
I -0.940 -12.153 23.357 -0.705
C -2.498 -4.944 27.325 -0.762
O -1.742 -5.163 26.055 -0.270
C -0.892 -4.098 25.719 -0.448
C -0.151 -4.524 24.480 -0.796
N -1.025 -5.008 23.358 -0.045
H -1.790 -4.359 23.321 0.346
H -0.647 -5.005 22.415 0.398
C -1.418 -6.509 23.523 -0.552
C -1.614 -6.993 22.068 -0.534
O -0.450 -6.777 21.320 -0.410
C -0.481 -7.258 19.913 -0.528
H -2.970 -3.988 27.221 0.364
H -1.887 -4.901 28.222 0.291
H -3.255 -5.722 27.286 0.239
H -0.093 -3.879 26.411 0.358
H -1.516 -3.160 25.607 0.404
H 0.554 -5.278 24.737 0.345
H 0.431 -3.665 24.111 0.422
H -2.343 -6.608 24.047 0.365
H -0.559 -7.002 24.008 0.326
H -2.510 -6.515 21.638 0.404
H -1.838 -8.095 22.203 0.403
H 0.414 -6.808 19.421 0.287
H -1.436 -6.973 19.442 0.329
H -0.268 -8.322 20.002 0.057
C -4.670 -16.229 29.655 -0.590
O -4.992 -16.264 30.984 -0.403
C -3.900 -16.405 31.888 -0.516
C -3.349 -15.082 32.393 -0.606
N -4.532 -14.170 32.680 -0.142
H -5.172 -14.098 31.882 0.326
H -5.045 -14.508 33.481 0.415
C -4.331 -12.641 33.081 -0.625
C -4.725 -11.760 31.894 -0.555
O -3.922 -12.264 30.799 -0.234
C -4.266 -11.773 29.531 -0.850
H -4.006 -17.032 29.460 0.411
H -4.227 -15.235 29.375 0.153
H -5.551 -16.387 29.068 0.228
H -3.055 -16.995 31.494 0.397
H -4.241 -17.035 32.724 0.387
H -2.783 -14.459 31.711 0.344
H -2.736 -15.258 33.301 0.399
H -3.245 -12.485 33.204 0.301
H -4.913 -12.498 33.981 0.407
H -4.549 -10.659 32.021 0.413
H -5.823 -11.896 31.631 0.367
H -3.617 -12.346 28.883 0.257
H -4.126 -10.677 29.384 0.337
H -5.290 -12.003 29.357 0.376
C 1.108 -10.866 27.747 -0.774
O 2.380 -11.405 27.478 -0.189
C 3.355 -10.475 27.939 -0.663
C 4.747 -11.021 27.648 -0.756
N 4.909 -12.290 28.431 -0.173
H 4.898 -12.018 29.443 0.391
H 4.040 -12.806 28.131 0.505
C 6.103 -13.087 27.891 -0.474
C 5.561 -13.663 26.615 -0.687
O 4.263 -14.164 26.861 -0.387
C 3.567 -14.654 25.689 -0.638
H 0.859 -10.666 28.848 0.296
H 0.350 -11.546 27.355 0.252
H 0.975 -9.914 27.199 0.272
H 3.291 -10.408 29.055 0.342
H 3.229 -9.459 27.575 0.510
H 5.535 -10.301 27.955 0.449
H 4.821 -11.210 26.582 0.305
H 6.375 -13.906 28.552 0.380
H 6.958 -12.393 27.670 0.303
H 6.245 -14.424 26.259 0.535
H 5.550 -12.965 25.788 0.390
H 2.507 -14.628 25.930 0.265
H 3.989 -15.616 25.495 0.325
H 3.733 -13.882 24.918 0.212
C 5.274 -11.284 19.551 -0.749
O 3.837 -11.244 19.589 -0.297
C 3.415 -10.782 20.860 -0.755
C 1.895 -10.703 20.932 -0.417
N 1.287 -12.037 20.641 0.827
H 1.919 -12.768 20.963 0.258
H 0.363 -12.163 21.109 -0.343
C 0.980 -12.303 19.225 -0.768
C 0.480 -13.691 18.849 -0.574
O -0.345 -14.044 19.946 -0.183
C -0.467 -15.382 20.479 -0.655
H 5.686 -10.308 19.385 0.327
H 5.493 -11.894 18.668 0.268
H 5.723 -11.600 20.503 0.299
H 3.882 -9.859 21.095 0.542
H 3.761 -11.485 21.632 0.364
H 1.525 -10.040 20.126 0.138
H 1.488 -10.383 21.884 0.338
H 1.807 -11.951 18.616 0.454
H 0.098 -11.731 19.121 0.436
H 1.197 -14.490 18.617 0.444
H -0.079 -13.546 17.891 0.143
H 0.439 -15.978 20.401 0.369
H -1.289 -15.927 20.001 0.216
H -0.715 -15.093 21.501 0.139
C -4.463 -12.379 18.197 -1.204
C -3.500 -13.458 17.701 0.238
C -3.784 -13.891 16.288 -0.636
C -3.687 -12.738 15.319 -0.731
N -4.356 -12.945 14.020 0.207
C -4.145 -11.804 13.166 -0.679
C -5.120 -11.910 11.965 -0.721
C -6.286 -12.561 12.655 -0.596
C -5.840 -13.052 14.048 -0.583
C -3.794 -14.229 13.325 -0.854
H -5.481 -12.486 17.772 0.285
H -4.171 -11.342 18.003 0.407
H -4.555 -12.431 19.308 0.135
H -3.693 -14.296 18.325 0.415
H -2.471 -13.080 17.737 -0.341
H -4.804 -14.328 16.171 0.339
H -3.112 -14.697 16.037 0.441
H -2.614 -12.473 15.233 0.322
H -4.211 -11.892 15.783 0.278
H -3.099 -11.799 12.828 0.479
H -4.243 -10.930 13.750 0.538
H -4.709 -12.409 11.113 0.351
H -5.352 -10.911 11.648 0.358
H -6.769 -13.384 12.103 0.347
H -7.030 -11.798 12.810 0.335
H -6.182 -14.057 14.310 0.436
H -6.212 -12.409 14.833 0.339
H -4.393 -14.533 12.483 0.400
H -3.838 -15.075 14.006 0.334
H -2.727 -13.971 13.187 0.345
C -6.098 -10.531 24.874 -1.031
C -6.455 -11.366 23.673 -0.858
C -5.350 -12.328 23.137 -0.326
C -4.944 -13.313 24.286 -1.200
N -4.927 -14.783 24.015 0.617
C -6.270 -15.369 23.750 -0.532
C -6.076 -16.869 24.008 -0.700
C -5.297 -16.908 25.364 -0.637
C -4.479 -15.553 25.266 -0.499
C -4.015 -15.188 22.916 -1.358
H -6.095 -11.146 25.766 0.283
H -6.923 -9.802 25.041 0.394
H -5.181 -9.986 24.662 0.251
H -6.792 -10.741 22.799 0.395
H -7.333 -11.966 23.847 0.364
H -4.484 -11.696 22.837 0.223
H -5.613 -12.859 22.242 0.355
H -5.610 -13.205 25.157 0.590
H -3.979 -12.985 24.637 0.572
H -6.555 -15.130 22.722 0.382
H -6.951 -14.943 24.475 0.431
H -5.611 -17.431 23.201 0.312
H -7.060 -17.344 24.145 0.459
H -4.764 -17.822 25.416 0.365
H -5.890 -16.880 26.264 0.330
H -3.406 -15.782 25.092 0.258
H -4.527 -14.954 26.196 0.342
H -3.096 -14.693 23.137 0.440
H -4.338 -15.002 21.881 0.159
H -3.862 -16.238 22.968 0.533
```